Record 1
Computed, not measured: C36H38CoN4O3PS as an isolated structure at a distorted geometry, with ωB97M-V with the def2-TZVPD basis set.

Values from the calculation:
Multiplicity: 5
Net charge: +2
Gap between HOMO and LUMO (spin up / spin down) (eV): 7.540 / 4.162
Calculated total energy (a.u.): -3961.0436

The geometry in XYZ format:
```
84
Properties=species:S:1:pos:R:3:mulliken_charge:R:1
Co -19.988 -2.851 -6.116 -1.01
C -22.799 -9.181 -10.377 -1.34
C -22.731 -8.416 -9.091 0.60
C -22.048 -8.874 -7.964 -0.59
C -21.929 -8.109 -6.773 -0.43
C -22.499 -6.877 -6.785 0.36
C -23.518 -6.503 -7.697 -0.55
C -23.506 -7.213 -8.888 -0.74
S -21.888 -5.675 -5.609 1.32
O -22.838 -5.407 -4.539 -0.60
O -20.560 -6.116 -5.170 -0.67
N -21.545 -4.183 -6.405 0.93
C -22.463 -3.175 -6.333 0.88
C -23.872 -3.136 -6.369 -0.92
C -24.471 -1.921 -6.123 -0.58
C -23.725 -0.701 -5.912 -0.91
C -22.361 -0.777 -6.028 -0.19
N -21.733 -1.986 -6.239 0.46
H -23.392 -10.126 -10.346 0.31
H -21.828 -9.582 -10.718 0.37
H -23.096 -8.528 -11.213 0.38
H -21.652 -9.861 -7.855 0.45
H -21.380 -8.501 -5.910 0.52
H -24.131 -5.618 -7.564 0.08
H -24.263 -6.996 -9.662 0.42
H -24.426 -4.083 -6.418 0.46
H -25.493 -1.768 -6.259 0.54
H -24.244 0.161 -5.702 0.56
H -21.666 0.068 -6.076 0.53
C -20.275 -2.795 -3.421 -0.14
C -19.763 -2.905 -2.026 -0.99
N -18.261 -2.761 -1.935 -0.16
C -17.924 -1.527 -2.638 -0.76
C -18.487 -1.477 -4.100 -0.52
N -19.204 -2.704 -4.424 1.23
C -18.165 -3.812 -4.190 -0.10
C -17.622 -3.777 -2.769 -1.06
H -20.954 -1.903 -3.553 0.45
H -20.760 -3.700 -3.679 0.02
H -19.954 -3.865 -1.553 0.39
H -20.152 -2.071 -1.418 0.35
H -16.834 -1.346 -2.658 0.35
H -18.341 -0.776 -1.954 0.30
H -17.679 -1.407 -4.843 0.31
H -19.214 -0.634 -4.267 0.36
H -17.324 -3.704 -4.854 0.14
H -18.655 -4.748 -4.353 0.34
H -16.506 -3.548 -2.870 0.40
H -17.516 -4.724 -2.236 0.27
O -18.393 -3.173 -7.306 0.35
P -17.862 -3.544 -8.695 0.78
C -17.042 -5.107 -8.592 0.58
C -15.866 -5.387 -9.323 -0.32
C -15.285 -6.639 -9.234 -0.70
C -15.703 -7.559 -8.310 -0.53
C -16.829 -7.304 -7.540 -0.76
C -17.501 -6.089 -7.698 -0.21
C -19.142 -3.574 -10.022 0.38
C -20.231 -2.759 -9.811 -0.09
C -21.244 -2.700 -10.783 -0.81
C -21.195 -3.531 -11.883 -0.59
C -19.922 -4.176 -12.204 -0.63
C -18.883 -4.182 -11.296 -0.57
C -16.484 -2.506 -9.197 -0.03
C -16.649 -1.675 -10.336 -0.52
C -15.959 -0.458 -10.341 -0.80
C -14.694 -0.434 -9.776 -0.37
C -14.352 -1.442 -8.842 -0.68
C -15.271 -2.420 -8.519 -0.32
H -15.371 -4.593 -9.893 0.38
H -14.409 -6.804 -9.924 0.35
H -15.166 -8.524 -8.176 0.37
H -17.166 -8.079 -6.831 0.43
H -18.399 -5.845 -7.048 0.13
H -20.464 -2.194 -8.927 0.27
H -22.072 -2.033 -10.548 0.44
H -22.035 -3.550 -12.599 0.46
H -19.761 -4.658 -13.148 0.47
H -17.923 -4.567 -11.532 0.57
H -17.496 -1.825 -11.062 0.34
H -16.372 0.384 -10.880 0.43
H -14.067 0.469 -9.878 0.36
H -13.337 -1.330 -8.379 0.36
H -15.032 -3.175 -7.841 0.63
```

=====

Record 2
Computed, not measured: a 2-piece molecular cluster, C5H7N3O overall at a distorted geometry, with ωB97M-V with the def2-TZVPD basis set.

Values from the calculation:
Energy above the lowest of the compared OMol25 structures with the same formula, charge and spin (kJ/mol): 41.97
Multiplicity: 1
Net charge: 0
Gap between HOMO and LUMO (eV): 9.092
Calculated total energy (a.u.): -434.2283

The geometry in XYZ format:
```
16
Properties=species:S:1:pos:R:3:nbo_charge:R:1
N -1.190 -1.917 -0.502 -0.39
C -0.777 -0.846 -0.301 0.31
C -0.217 0.364 0.154 -0.13
N -0.950 1.532 0.349 -0.47
C -0.183 2.435 0.992 0.00
C 1.094 1.921 1.151 -0.36
C 1.088 0.606 0.614 0.20
N 2.158 -0.254 0.546 -0.80
H -1.922 1.657 0.102 0.43
H -0.609 3.364 1.363 0.22
H 1.916 2.392 1.685 0.23
H 2.927 -0.055 1.171 0.39
H 1.956 -1.243 0.473 0.39
O -2.123 -3.299 -2.756 -0.97
H -1.833 -3.020 -1.855 0.49
H -1.335 -3.638 -3.188 0.46
```

=====

Record 3
Computed, not measured: C44H51BN8S4Ti as an isolated structure, with ωB97M-V with the def2-TZVPD basis set.

Values from the calculation:
Energy above the lowest of the compared OMol25 structures with the same formula, charge and spin (kJ/mol): 68.59
Multiplicity: 1
Net charge: +2
Gap between HOMO and LUMO (eV): 6.810
Calculated total energy (a.u.): -4612.0037

The geometry in XYZ format:
```
109
Properties=species:S:1:pos:R:3:mulliken_charge:R:1
Ti 2.765 -1.615 0.936 -0.52
C 3.297 2.784 -1.462 -1.75
C 1.971 2.089 -1.492 -0.10
C 1.124 2.186 -2.548 -0.61
C -0.105 1.480 -2.557 0.03
N -0.479 0.785 -1.523 -0.34
N 0.337 0.729 -0.449 0.91
B -0.338 -0.029 0.733 -0.73
N -0.108 0.622 2.108 0.68
N -0.773 1.797 2.075 -0.43
C -0.856 2.495 3.172 -0.01
C -0.299 1.996 4.376 -0.46
C 0.410 0.837 4.399 0.02
C 1.048 0.320 5.653 -1.77
C 0.555 0.143 3.161 1.10
S 1.570 -1.257 3.102 -0.58
C -1.578 3.828 3.129 2.25
C -1.952 4.198 1.697 -1.84
C -2.848 3.709 3.986 -1.61
C -0.653 4.909 3.709 -1.75
N -1.862 -0.268 0.406 0.56
N -2.903 0.538 0.251 -0.72
C -4.027 -0.061 -0.085 0.02
C -4.091 -1.468 -0.289 -0.29
C -2.999 -2.280 -0.146 -0.36
C -2.985 -3.765 -0.333 -1.61
C -1.850 -1.574 0.227 0.78
S -0.220 -2.000 0.700 -0.11
C -5.281 0.788 -0.224 2.11
C -6.292 0.324 0.836 -1.73
C -5.876 0.587 -1.626 -1.52
C -4.967 2.266 -0.011 -1.42
C 1.558 1.268 -0.399 1.30
S 2.611 0.979 0.938 -0.56
C -1.035 1.534 -3.757 2.06
C -0.275 1.054 -5.001 -1.66
C -2.258 0.651 -3.533 -1.66
C -1.484 2.991 -3.949 -1.75
H 3.452 3.351 -2.377 0.48
H 4.106 2.060 -1.347 0.28
H 3.362 3.463 -0.610 0.38
H 1.397 2.794 -3.401 0.46
H -0.420 2.561 5.291 0.47
H 0.781 0.945 6.502 0.43
H 2.134 0.308 5.555 0.37
H 0.736 -0.705 5.858 0.37
H -2.546 3.420 1.218 0.15
H -1.062 4.362 1.086 0.31
H -2.530 5.123 1.713 0.51
H -3.524 2.952 3.582 0.28
H -3.373 4.664 3.994 0.48
H -2.623 3.448 5.023 0.36
H 0.279 4.977 3.143 0.37
H -0.407 4.731 4.757 0.36
H -1.151 5.878 3.654 0.46
H -5.042 -1.909 -0.560 0.49
H -3.979 -4.142 -0.564 0.46
H -2.628 -4.260 0.571 0.36
H -2.312 -4.044 -1.146 0.32
H -6.610 -0.709 0.681 0.36
H -7.184 0.951 0.785 0.47
H -5.877 0.410 1.843 0.36
H -6.172 -0.449 -1.808 0.39
H -5.173 0.886 -2.406 0.22
H -6.771 1.201 -1.727 0.48
H -4.636 2.460 1.010 0.14
H -5.871 2.849 -0.192 0.55
H -4.188 2.618 -0.690 0.14
H 0.071 0.026 -4.875 0.23
H 0.589 1.682 -5.228 0.35
H -0.936 1.083 -5.868 0.49
H -1.979 -0.399 -3.407 0.30
H -2.919 0.728 -4.397 0.62
H -2.809 0.962 -2.644 -0.02
H -0.646 3.654 -4.174 0.36
H -1.988 3.367 -3.056 0.29
H -2.183 3.052 -4.784 0.48
S 3.852 -1.100 -3.282 -0.28
C 2.222 -1.588 -3.397 -0.34
C 1.667 -1.842 -2.180 -0.92
C 2.581 -1.645 -1.101 1.28
C 3.816 -1.237 -1.582 0.32
C 4.971 -0.976 -0.721 0.51
C 6.221 -0.556 -1.147 -0.85
C 7.220 -0.354 -0.213 -0.61
C 6.969 -0.573 1.140 -0.94
C 5.715 -0.988 1.507 -0.51
N 4.740 -1.179 0.598 0.73
H 1.759 -1.684 -4.368 0.60
H 0.647 -2.173 -2.062 0.44
H 6.404 -0.399 -2.201 0.53
H 8.201 -0.028 -0.535 0.50
H 7.733 -0.429 1.889 0.49
H 5.457 -1.173 2.541 0.51
C 3.070 -3.466 1.815 -1.24
C 2.922 -4.488 0.730 0.58
C 3.831 -4.562 -0.327 0.01
C 3.661 -5.470 -1.354 -0.98
C 2.564 -6.326 -1.339 0.57
C 1.658 -6.279 -0.284 -0.93
C 1.837 -5.363 0.738 -0.46
C 2.364 -7.259 -2.424 -0.15
N 2.191 -7.990 -3.293 -0.44
H 4.089 -3.411 2.214 0.61
H 2.397 -3.654 2.648 0.76
H 4.695 -3.908 -0.343 0.43
H 4.370 -5.524 -2.169 0.53
H 0.821 -6.964 -0.268 0.52
H 1.128 -5.329 1.558 0.47
```